(1)
{"formula": "C25H30N3", "method": "ωB97M-V/def2-TZVPD", "species": ["N", "N", "N", "C", "C", "C", "C", "C", "C", "C", "C", "C", "C", "C", "C", "C", "C", "C", "C", "C", "C", "C", "C", "C", "C", "C", "C", "C", "H", "H", "H", "H", "H", "H", "H", "H", "H", "H", "H", "H", "H", "H", "H", "H", "H", "H", "H", "H", "H", "H", "H", "H", "H", "H", "H", "H", "H", "H"], "xyz": [[-1.8310, -3.0587, -2.3609], [-0.2345, -0.4005, 4.1452], [-3.3519, -1.7647, -3.2596], [0.8838, 1.0006, 5.9526], [-0.7735, -1.5461, 1.9835], [2.8171, 2.2030, 5.1553], [4.9224, 1.3215, -0.3667], [1.1046, 0.1891, 2.4222], [0.0074, -0.6120, 2.8222], [-1.0082, -3.7875, -1.3895], [-2.8100, -2.1822, -2.1085], [6.1233, 3.5229, -0.3669], [1.7294, 0.1649, 1.1584], [3.8377, 3.2222, 0.6027], [-5.6174, -1.5094, -4.1932], [2.7677, 1.0482, 0.7072], [-1.7394, -3.2220, -3.7598], [1.5495, 0.8884, 3.6139], [-3.9624, 0.3899, -4.2935], [-2.6761, -2.4200, -4.3143], [3.8566, 0.5263, -0.0225], [2.6385, 1.7212, 3.8820], [0.6888, 0.5107, 4.6595], [4.9400, 2.6773, -0.0489], [2.7729, 2.4357, 0.9746], [-4.9617, -0.2966, -2.0960], [-4.4810, -0.7880, -3.4639], [1.9399, 1.8501, 6.1824], [-1.8280, -1.2651, 1.9803], [0.0439, -3.5425, -1.5210], [3.8652, -0.5269, -0.2499], [-0.4295, -1.5455, 0.9495], [-4.7319, 1.1482, -4.4390], [3.8291, 4.2793, 0.8072], [0.2206, 0.6992, 6.7434], [5.7721, 0.8931, -0.8704], [2.1059, 2.2422, 7.1714], [1.4996, -0.6743, 0.5224], [5.8489, 4.3713, -0.9943], [-3.6271, 0.0586, -5.2751], [3.3354, 1.9554, 3.0999], [-6.4815, -0.8603, -4.3347], [-1.1428, -4.8599, -1.5172], [-1.0495, -3.8721, -4.2719], [-5.7818, 0.4153, -2.1873], [-5.3063, -1.1338, -1.4905], [3.6500, 2.8552, 5.3604], [-0.6908, -2.5662, 2.3629], [-4.1481, 0.1886, -1.5582], [-0.9301, -0.8831, 4.7171], [-1.3048, -3.5177, -0.3781], [-2.8888, -2.3029, -5.3637], [-5.2928, -1.8558, -5.1734], [-3.1132, 0.8599, -3.7997], [6.5757, 3.9122, 0.5458], [-5.9395, -2.3812, -3.6257], [6.8882, 2.9530, -0.8943], [1.9192, 2.8718, 1.4665]], "atomic_forces_ev_per_a": [[-0.013, -0.148, -1.849], [0.015, -0.439, -1.302], [1.008, -0.920, -1.172], [-0.631, -0.626, -0.402], [-0.170, -0.102, -0.025], [-0.043, -0.046, 0.230], [0.113, 0.082, 0.055], [1.072, 0.420, -1.382], [-0.512, -0.392, 1.038], [-0.455, 0.362, -0.348], [-0.852, 1.031, 2.864], [0.333, 0.035, -0.247], [-0.539, -0.128, 1.674], [-0.245, -0.038, -0.088], [0.175, -0.150, 0.030], [0.374, 0.405, -0.235], [-0.172, 0.173, 0.048], [-0.111, 0.428, 0.612], [0.167, -0.163, 0.020], [0.026, -0.052, 0.267], [-0.618, -0.090, 0.248], [-0.288, -0.361, -0.139], [1.218, 0.846, 0.048], [0.061, -0.234, 0.064], [-0.158, -0.419, -0.071], [0.204, -0.199, 0.060], [0.059, -0.028, 0.364], [0.186, 0.178, -0.121], [-0.024, -0.060, -0.048], [0.088, 0.015, -0.099], [0.052, -0.199, -0.137], [-0.056, 0.095, 0.123], [-0.093, -0.110, 0.052], [-0.083, 0.211, 0.092], [-0.115, -0.010, 0.284], [0.118, -0.115, -0.129], [-0.036, 0.029, 0.169], [-0.171, -0.146, -0.282], [-0.037, 0.049, 0.050], [-0.014, -0.016, -0.099], [0.143, 0.145, 0.062], [0.097, 0.118, 0.040], [0.007, -0.029, -0.017], [0.060, -0.049, 0.168], [0.000, -0.010, -0.289], [0.050, -0.004, 0.019], [0.108, 0.061, 0.084], [-0.055, 0.009, 0.086], [0.012, -0.039, 0.018], [0.236, 0.227, -0.524], [-0.205, 0.094, -0.149], [-0.105, 0.109, 0.060], [-0.001, 0.006, -0.090], [0.032, 0.021, 0.092], [-0.050, 0.061, 0.028], [-0.006, -0.024, 0.075], [-0.045, 0.022, 0.016], [-0.112, 0.114, 0.102]], "mol_weight_g_mol": 372.536, "charge": 1, "de_lowest_kcal_mol": 14.4}

***

(2)
{"formula": "C45H44CaF6N9O3", "method": "ωB97M-V/def2-TZVPD", "species": ["Ca", "F", "F", "F", "F", "F", "F", "O", "O", "O", "N", "N", "N", "N", "N", "N", "N", "N", "N", "C", "C", "C", "C", "C", "C", "C", "C", "C", "C", "C", "C", "C", "C", "C", "C", "C", "C", "C", "C", "C", "C", "C", "C", "C", "C", "C", "C", "C", "C", "C", "C", "C", "C", "C", "C", "C", "C", "C", "C", "C", "C", "C", "C", "C", "H", "H", "H", "H", "H", "H", "H", "H", "H", "H", "H", "H", "H", "H", "H", "H", "H", "H", "H", "H", "H", "H", "H", "H", "H", "H", "H", "H", "H", "H", "H", "H", "H", "H", "H", "H", "H", "H", "H", "H", "H", "H", "H", "H"], "xyz": [[0.5497, 0.1163, 0.4056], [-0.7672, 2.4190, 6.4840], [0.3184, 4.8849, 6.0454], [-0.3524, 0.4007, 4.7324], [1.8254, 5.2965, 3.8029], [4.0640, -6.2836, 3.8122], [2.2623, 3.3003, 2.0464], [-5.8843, -2.3362, 2.6985], [1.1554, 0.7983, 2.4851], [-6.2168, -0.1225, 3.0219], [4.2163, -0.5016, 0.0952], [-0.8502, 2.2637, 0.6990], [2.5244, 0.3533, -1.2445], [0.1648, -2.2075, 0.3494], [-0.1458, 0.2550, -2.0957], [-2.3286, -0.5200, -2.0043], [4.3085, -0.9371, -2.1575], [-1.5441, -0.3142, 1.4059], [-1.0331, -1.1414, -3.7977], [2.4701, -4.7065, 4.5500], [-1.8142, 2.0686, 1.6089], [3.6584, -1.4299, -3.3479], [5.7483, -1.0761, -2.1488], [0.9368, -3.7166, 2.9384], [1.3024, 4.0797, 4.0445], [2.1567, 0.9491, -2.4714], [-0.8588, 4.6008, 1.2050], [2.5802, -5.3509, 2.2312], [-0.3985, 3.5022, 0.5048], [-4.0940, -0.8511, 2.3054], [-0.1748, -2.7162, 2.7126], [3.0340, -5.4412, 3.5281], [1.5208, 3.0475, 3.1524], [-0.8509, -2.6634, 1.3160], [-2.9425, 0.6334, -1.3798], [-2.3484, 0.6899, 1.7802], [-2.3162, 3.1194, 2.3768], [-1.4688, -3.9940, 0.9412], [1.3971, 2.2437, -4.8314], [0.3323, -2.8720, -0.7912], [-1.9402, -1.5807, 1.5274], [4.4841, -1.8516, 0.5705], [3.6267, -0.3309, -1.1307], [3.0707, 1.6991, -3.2103], [2.7082, 2.3339, -4.3876], [0.5374, 3.8784, 5.1756], [-1.1257, -0.4355, -2.6267], [-3.6264, 0.4576, 2.2543], [-0.2971, -4.0285, -1.1811], [-2.1498, -1.2488, -4.7109], [1.5304, -4.4858, 1.9396], [0.1960, -1.7473, -4.2434], [-5.5606, -1.1383, 2.7301], [0.2074, 1.5997, 4.4963], [-0.0120, 2.6235, 5.3928], [-3.0981, -1.7516, -1.9769], [-1.2176, -4.5942, -0.2317], [0.9824, 1.7581, 3.3218], [0.4679, 1.5349, -4.0880], [0.8161, 0.8729, -2.9071], [-3.2331, -1.8769, 1.9532], [-1.8299, 4.3966, 2.1752], [3.9879, 0.4621, 1.1553], [1.4227, -3.8530, 4.2393], [-0.0554, -4.5130, -2.1169], [3.0371, -5.9552, 1.4590], [4.6426, -2.5303, -0.2628], [-3.9873, -1.7002, -2.6144], [-0.9447, -2.8800, 3.4749], [6.0546, -2.1254, -2.0864], [1.0880, 2.7473, -5.7385], [-0.4394, 5.5781, 1.0122], [5.3759, -1.8519, 1.1997], [-0.0386, -2.6956, -4.7322], [2.8457, -4.8076, 5.5591], [2.5902, -1.4842, -3.1798], [3.1705, 0.1832, 1.8232], [4.0297, -2.4355, -3.5653], [3.8379, -0.7867, -4.2154], [4.9005, 0.5410, 1.7511], [-2.1151, -4.4700, 1.6683], [6.1565, -0.6609, -3.0756], [-2.1904, 1.3886, -1.1708], [6.1694, -0.5384, -1.3043], [3.4400, 2.9091, -4.9399], [-2.5345, -2.2715, -4.7681], [-2.9553, -0.5909, -4.3964], [-3.7116, 1.0571, -2.0376], [0.9712, -3.2666, 5.0315], [0.2225, -1.7116, 2.9081], [-3.6075, -2.8887, 2.0138], [1.1810, -4.4335, 0.9203], [0.7552, -1.1124, -4.9401], [0.8092, -1.9685, -3.3761], [-1.6902, -5.5480, -0.4432], [1.1035, -2.4445, -1.4374], [-2.1978, 5.2204, 2.7731], [-3.0584, 2.9213, 3.1361], [-4.3127, 1.2418, 2.5417], [3.7590, 1.4348, 0.7289], [-3.4229, 0.3377, -0.4498], [-2.4677, -2.5853, -2.2786], [3.6410, -2.2269, 1.1623], [0.3814, 3.6121, -0.2408], [-1.8259, -0.9454, -5.7112], [-0.5669, 1.5038, -4.4089], [4.0853, 1.7828, -2.8377], [-3.4228, -1.9349, -0.9512]], "atomic_forces_ev_per_a": [[0.314, 0.260, -0.281], [0.071, 0.008, -0.088], [0.017, -0.061, -0.047], [0.039, 0.087, 0.002], [-0.037, -0.084, 0.016], [-0.032, 0.028, -0.007], [-0.025, -0.027, 0.084], [-0.011, -0.121, 0.017], [0.135, -0.020, -0.235], [-0.046, 0.099, 0.047], [-0.061, -0.021, -0.001], [-0.029, -0.116, 0.087], [-0.084, -0.119, 0.077], [-0.150, 0.327, -0.011], [0.112, -0.037, 0.084], [0.041, -0.022, 0.006], [-0.014, -0.022, -0.040], [0.037, 0.002, 0.046], [0.018, -0.034, -0.029], [0.020, -0.026, -0.022], [-0.120, 0.086, 0.138], [-0.046, 0.038, 0.025], [0.012, 0.009, 0.010], [0.025, 0.025, -0.041], [0.062, 0.071, -0.062], [-0.011, -0.004, -0.052], [0.012, -0.002, 0.018], [0.005, -0.004, 0.036], [0.047, -0.019, -0.019], [-0.005, -0.018, 0.032], [-0.052, 0.005, 0.043], [0.009, -0.020, -0.016], [0.008, 0.024, -0.073], [0.058, -0.113, 0.013], [-0.012, 0.045, 0.002], [-0.103, -0.170, 0.063], [0.046, 0.014, -0.015], [0.002, -0.039, -0.010], [-0.008, 0.003, 0.002], [0.059, -0.076, 0.108], [-0.108, 0.031, 0.042], [0.038, -0.023, 0.033], [0.055, 0.026, 0.015], [0.004, -0.054, 0.011], [0.014, -0.006, -0.005], [-0.076, 0.050, 0.047], [-0.058, -0.020, 0.005], [0.023, 0.020, -0.061], [0.038, 0.027, -0.090], [0.006, -0.001, -0.003], [0.007, -0.010, 0.043], [0.020, 0.017, 0.045], [0.033, 0.027, -0.076], [0.008, -0.040, -0.071], [-0.041, 0.015, 0.077], [-0.020, -0.012, 0.002], [-0.040, 0.013, 0.046], [-0.124, -0.103, 0.167], [0.009, -0.011, -0.028], [0.003, 0.037, 0.008], [0.017, -0.003, -0.033], [0.025, -0.016, -0.033], [-0.014, 0.039, 0.054], [0.023, 0.028, 0.013], [-0.007, -0.002, 0.001], [0.011, -0.010, -0.014], [-0.011, -0.007, -0.020], [-0.008, -0.003, -0.002], [-0.019, -0.024, -0.028], [0.001, -0.008, 0.000], [0.003, 0.006, -0.006], [-0.014, 0.018, 0.013], [0.016, -0.011, 0.001], [0.001, 0.004, -0.003], [-0.004, 0.008, 0.015], [0.040, 0.017, 0.003], [-0.020, -0.002, 0.010], [-0.011, 0.002, -0.007], [0.005, 0.004, -0.001], [0.007, 0.002, 0.002], [-0.012, -0.002, 0.020], [0.007, 0.006, -0.004], [-0.013, -0.016, -0.013], [0.003, -0.007, -0.004], [0.001, 0.004, -0.004], [-0.002, -0.006, -0.004], [-0.009, 0.007, -0.003], [-0.010, -0.011, 0.003], [-0.009, 0.013, 0.000], [-0.007, -0.024, 0.016], [-0.001, -0.017, 0.002], [-0.026, 0.029, -0.062], [0.000, 0.002, 0.003], [-0.036, 0.008, -0.045], [0.003, -0.007, -0.011], [-0.010, -0.006, 0.015], [0.006, 0.010, 0.003], [-0.018, -0.001, 0.001], [-0.011, 0.019, -0.008], [-0.009, 0.022, -0.002], [-0.003, 0.008, 0.019], [0.005, -0.009, 0.003], [0.006, 0.005, -0.001], [0.018, -0.003, -0.011], [-0.003, 0.007, -0.004], [-0.013, -0.004, 0.004], [0.010, -0.001, 0.001], [-0.004, -0.004, 0.007]], "mol_weight_g_mol": 912.973, "charge": -1, "de_lowest_kcal_mol": 0.0}

***

(3)
{"formula": "C21H17MnN5O11P2Te", "method": "ωB97M-V/def2-TZVPD", "species": ["Te", "Mn", "P", "P", "O", "O", "O", "O", "O", "O", "O", "O", "O", "O", "O", "N", "N", "N", "N", "N", "C", "C", "C", "C", "C", "C", "C", "C", "C", "C", "C", "C", "C", "C", "C", "C", "C", "C", "C", "C", "C", "H", "H", "H", "H", "H", "H", "H", "H", "H", "H", "H", "H", "H", "H", "H", "H", "H"], "xyz": [[-1.2315, -0.4665, 3.6246], [0.2795, -0.1010, 0.3418], [3.1172, -0.9270, 0.4235], [1.6673, -2.7477, 1.8945], [-5.0634, 3.5162, -1.7724], [0.1857, -3.0684, 1.2833], [2.2051, -0.0061, -0.3294], [-1.3805, -0.7993, 1.5288], [2.7556, -0.6289, 2.0576], [4.5477, -1.0009, 0.2214], [2.2479, -2.2250, -2.1693], [-2.5897, -2.9407, -2.2160], [-5.3469, 1.6313, -2.9773], [1.4051, -1.0790, 2.2035], [2.3821, -2.4515, 0.4980], [0.2926, 1.6285, 1.2196], [-3.3767, -3.7851, -0.2666], [-2.1269, -1.8257, -0.2830], [0.1626, -1.2765, -1.7487], [-0.9909, 0.8076, -0.7336], [-1.6107, 0.2420, -1.8018], [0.0397, 4.1393, 2.4269], [0.8707, -2.4592, -2.1356], [-2.7779, 0.7783, -2.3415], [-0.8514, -2.8549, -3.8527], [-0.7012, 2.4867, 0.8592], [-2.9057, -2.6639, 1.7893], [-0.8610, 3.7327, 1.4604], [-1.5080, 1.9657, -0.2349], [-2.1274, -1.7184, 1.0630], [1.0850, 3.2835, 2.7517], [1.1670, 2.0504, 2.1350], [-4.7705, 2.4281, -2.2468], [-1.7963, -2.0190, -3.0347], [-3.3379, 1.9111, -1.7768], [0.3860, -3.0535, -3.4334], [-3.9102, -4.9118, -0.9983], [-1.0130, -1.0243, -2.2020], [-2.6768, -2.7995, -0.9152], [-2.6849, 2.5221, -0.7167], [-3.5047, -3.6584, 1.0914], [-3.1024, -5.4495, -1.5003], [1.1130, -3.6357, -3.9757], [-4.4075, -5.5814, -0.2998], [0.7110, -3.2278, -1.3543], [-3.2940, 0.3292, -3.1775], [-0.3359, -3.5319, 1.9389], [-4.1006, -4.4181, 1.5712], [-2.5240, -1.5113, -3.6753], [-2.9810, -2.5886, 2.8614], [2.4187, -1.2910, -2.3387], [1.9762, 1.3823, 2.3873], [1.8329, 3.5633, 3.4732], [-3.1394, 3.3954, -0.2726], [-1.2389, -3.2965, -4.7574], [-0.0573, 5.1038, 2.9009], [-4.6189, -4.5796, -1.7600], [-1.6769, 4.3701, 1.1592]], "atomic_forces_ev_per_a": [[-0.382, 0.131, 0.837], [0.667, -1.410, -0.056], [-0.436, -0.578, 0.672], [-0.072, -0.275, 0.466], [-0.314, 0.872, 0.364], [0.237, 0.000, -0.300], [-0.113, 0.304, 0.036], [-0.189, 0.255, 0.030], [1.151, 0.066, -0.282], [0.350, 0.022, -0.093], [0.172, -0.080, -0.339], [-0.351, -0.249, 0.132], [-0.489, -0.697, -0.705], [-0.497, 0.044, -0.687], [0.643, 0.659, -0.301], [-0.011, 1.545, 0.431], [0.342, 0.702, 0.168], [-0.169, 0.038, 0.767], [-0.737, 0.468, 0.021], [-1.569, 1.221, -1.206], [-0.451, 1.071, 0.542], [0.235, -0.397, -0.061], [0.009, -0.626, -0.056], [0.725, -0.339, 0.148], [-0.269, 0.018, 0.069], [0.534, -0.129, 0.585], [-0.019, 0.179, 0.276], [-0.094, -0.343, -0.231], [-0.094, -0.736, -0.551], [-0.456, -0.753, -1.351], [-0.286, 0.214, -0.114], [0.216, -0.027, 0.166], [1.229, -0.299, 0.408], [0.484, 0.291, -0.664], [-0.530, 0.314, 0.114], [0.029, 0.277, 0.231], [-0.261, -0.543, -0.485], [1.193, -0.523, 0.084], [-0.295, -0.339, 0.743], [0.252, -0.276, -0.120], [0.215, 0.114, -0.367], [-0.078, 0.060, 0.101], [0.025, -0.159, -0.107], [0.010, 0.061, -0.043], [0.036, 0.210, -0.050], [-0.115, -0.025, -0.002], [-0.292, -0.280, 0.385], [-0.026, -0.080, 0.032], [0.111, -0.152, 0.240], [-0.118, -0.023, 0.093], [-0.135, 0.118, 0.007], [-0.071, -0.116, -0.042], [0.097, 0.007, 0.114], [-0.015, 0.102, -0.038], [0.004, -0.008, -0.135], [-0.025, 0.069, 0.033], [0.051, -0.004, 0.157], [-0.059, 0.036, -0.068]], "multiplicity": 2, "mol_weight_g_mol": 759.877, "energy_ha": -4013.6532}